104
Properties=species:S:1:pos:R:3 method="wB97M-V/def2-TZVPD" orbital_gap_ha=0.3079 lumo_energy_ev=0.05 e_homo_ev=-8.333
C -8.79 -3.11 -3.99
C -8.41 -2.04 -2.84
O -7.21 -1.28 -3.12
C -7.41 -0.33 -4.19
C -5.92 -0.02 -4.79
O -5.07 0.13 -3.60
C -4.09 -0.94 -3.53
C -2.90 -0.61 -2.50
O -3.42 -0.29 -1.16
C -2.28 0.12 -0.39
O -2.60 0.39 1.01
C -2.21 1.74 1.32
O -1.25 1.87 2.13
O -2.86 2.85 0.71
P -4.58 2.79 1.01
O -5.34 1.60 0.03
O -5.27 4.29 0.49
H -9.47 -2.54 -4.74
H -7.89 -3.53 -4.55
H -9.44 -3.91 -3.50
H -9.31 -1.39 -2.54
H -8.17 -2.67 -1.89
H -7.83 0.68 -3.86
H -8.01 -0.73 -5.08
H -5.90 0.89 -5.47
H -5.61 -1.00 -5.32
H -4.67 -1.90 -3.25
H -3.60 -1.08 -4.57
H -2.39 0.35 -2.88
H -2.15 -1.46 -2.37
H -1.77 1.08 -0.81
H -1.44 -0.67 -0.38
H -4.91 1.68 -0.86
H -6.15 4.03 0.13
C 0.78 -0.34 4.25
S 1.37 -0.12 5.94
O 2.17 -1.33 6.30
C -0.24 -0.28 6.73
H 1.64 -0.31 3.57
H 0.28 -1.30 4.15
H 0.10 0.48 4.00
H -0.68 -1.25 6.48
H -0.89 0.53 6.39
H -0.11 -0.21 7.81
C 6.72 -0.93 3.82
S 6.46 0.08 5.30
O 7.71 0.01 6.12
C 5.25 -1.02 6.05
H 7.48 -0.44 3.20
H 7.06 -1.92 4.10
H 5.79 -1.00 3.26
H 5.68 -2.01 6.19
H 4.36 -1.09 5.41
H 4.96 -0.61 7.02
C 5.50 0.14 -1.30
S 4.55 0.17 0.23
O 5.52 0.05 1.37
C 3.78 -1.45 0.00
H 6.10 1.05 -1.35
H 6.16 -0.73 -1.31
H 4.82 0.10 -2.15
H 4.55 -2.22 -0.09
H 3.16 -1.44 -0.89
H 3.16 -1.67 0.87
C 4.34 -5.38 7.92
S 4.84 -6.07 6.32
O 4.56 -7.54 6.37
C 6.61 -5.85 6.57
H 3.26 -5.45 8.00
H 4.81 -5.94 8.73
H 4.64 -4.33 7.97
H 6.94 -6.38 7.47
H 6.84 -4.78 6.67
H 7.14 -6.25 5.70
C 5.88 5.45 1.28
S 5.84 3.68 0.90
O 4.66 3.45 0.00
C 5.36 3.15 2.55
H 6.12 5.99 0.37
H 4.90 5.77 1.65
H 6.64 5.64 2.03
H 4.42 3.61 2.84
H 6.15 3.41 3.26
H 5.24 2.06 2.54
C -6.40 4.42 -7.85
S -6.67 2.79 -8.58
O -7.06 1.86 -7.47
C -4.94 2.47 -8.97
H -7.36 4.80 -7.50
H -5.71 4.34 -7.01
H -6.00 5.09 -8.61
H -4.34 2.51 -8.06
H -4.58 3.21 -9.69
H -4.86 1.47 -9.41
C 0.77 1.81 -2.76
S 0.51 0.17 -3.48
O 0.13 -0.75 -2.36
C 2.25 -0.14 -3.86
H -0.20 2.18 -2.41
H 1.45 1.74 -1.92
H 1.17 2.48 -3.52
H 2.84 -0.08 -2.94
H 2.60 0.60 -4.58
H 2.34 -1.14 -4.28

=====

14
Properties=species:S:1:pos:R:3 method="wB97M-V/def2-TZVPD" relative_energy_kj_mol=261.5 smiles=CC[C@]1(O)CO1 orbital_gap_ha=0.3982 lumo_energy_ev=1.01 e_homo_ev=-9.828
C -1.09 -1.17 0.37
C -1.04 0.16 -0.37
C 0.33 0.65 0.06
O 0.30 1.46 1.15
C 1.49 0.48 -0.78
O 1.50 -0.31 0.38
H -0.05 -1.48 0.50
H -1.50 -1.00 1.37
H -1.62 -1.96 -0.17
H -1.12 0.06 -1.47
H -1.85 0.85 -0.07
H 1.12 1.14 1.57
H 1.32 -0.14 -1.67
H 2.22 1.27 -0.87

=====

57
Properties=species:S:1:pos:R:3 method="wB97M-V/def2-TZVPD" relative_energy_kj_mol=22.1 smiles="O=C(CCC1CCCC1)NCCCNC(=O)CCC1CCCC1" orbital_gap_ha=0.3747 lumo_energy_ev=0.70 e_homo_ev=-9.498
O 0.83 0.11 -0.28
C 0.80 -1.02 0.16
C 1.37 -2.22 -0.57
C 2.65 -2.73 0.10
C 3.71 -1.64 0.25
C 4.16 -1.05 -1.10
C 5.61 -0.65 -0.86
C 6.15 -1.82 -0.05
C 5.00 -2.17 0.91
N 0.25 -1.32 1.36
C -0.39 -0.33 2.19
C -1.85 -0.69 2.47
C -2.58 0.41 3.24
N -2.75 1.61 2.46
C -3.83 1.80 1.66
O -4.78 1.04 1.66
C -3.76 3.05 0.80
C -2.61 3.00 -0.22
C -2.60 1.71 -1.04
C -1.47 1.68 -2.08
C -2.01 0.89 -3.28
C -3.42 0.43 -2.88
C -3.87 1.47 -1.86
H 0.63 -3.02 -0.61
H 1.59 -1.91 -1.59
H 3.05 -3.55 -0.49
H 2.41 -3.13 1.09
H 3.29 -0.84 0.86
H 3.53 -0.21 -1.40
H 4.11 -1.82 -1.87
H 6.16 -0.50 -1.79
H 5.65 0.27 -0.28
H 7.07 -1.57 0.48
H 6.35 -2.66 -0.71
H 5.16 -1.68 1.88
H 4.95 -3.24 1.09
H 0.22 -2.28 1.67
H 0.15 -0.23 3.14
H -0.32 0.61 1.64
H -1.90 -1.61 3.05
H -2.37 -0.86 1.53
H -2.05 0.66 4.16
H -3.59 0.07 3.49
H -1.95 2.22 2.34
H -4.71 3.14 0.28
H -3.64 3.92 1.45
H -1.65 3.10 0.29
H -2.71 3.85 -0.89
H -2.47 0.86 -0.36
H -0.57 1.23 -1.66
H -1.22 2.70 -2.38
H -2.07 1.54 -4.16
H -1.37 0.05 -3.53
H -3.37 -0.55 -2.40
H -4.09 0.36 -3.73
H -4.16 2.39 -2.37
H -4.70 1.13 -1.25

=====

62
Properties=species:S:1:pos:R:3 method="wB97M-V/def2-TZVPD" relative_energy_kj_mol=75.0 total_charge=-2 orbital_gap_ha=0.1130 lumo_energy_ev=3.67 e_homo_ev=0.595
C 0.15 -4.33 -0.73
C 0.14 -2.74 -0.90
Cl 0.26 -2.36 -2.69
C -1.21 -2.08 -0.35
Cl -1.45 -2.29 1.46
In -3.01 -2.87 -1.55
C -3.67 -4.94 -0.84
O -3.29 -5.99 -1.49
O -4.50 -5.09 0.26
H 1.21 -4.74 -0.58
H -0.44 -4.58 0.21
H -0.30 -4.77 -1.68
H 1.06 -2.29 -0.41
H -1.13 -0.95 -0.56
H -2.61 -2.89 -3.33
H -4.36 -1.74 -1.25
C 6.92 -0.22 -3.68
O 5.81 0.62 -3.46
C 5.87 1.85 -4.17
C 4.51 2.20 -4.78
O 4.09 1.38 -5.86
C 3.77 0.01 -5.56
C 2.54 -0.19 -4.69
O 2.78 0.22 -3.35
C 1.71 0.96 -2.78
H 7.75 0.07 -3.05
H 6.62 -1.25 -3.44
H 7.23 -0.21 -4.74
H 6.62 1.82 -4.96
H 6.15 2.63 -3.45
H 4.60 3.21 -5.20
H 3.73 2.27 -4.01
H 4.64 -0.51 -5.16
H 3.57 -0.45 -6.54
H 2.29 -1.26 -4.66
H 1.69 0.35 -5.13
H 1.29 1.68 -3.49
H 2.11 1.52 -1.93
H 0.94 0.28 -2.42
C -1.16 3.21 6.15
O -2.47 2.98 5.66
C -2.68 3.48 4.35
C -3.47 2.49 3.49
O -2.76 1.31 3.13
C -2.44 0.38 4.17
C -3.64 -0.31 4.82
O -4.39 0.60 5.62
C -5.79 0.47 5.47
H -1.07 4.22 6.56
H -0.97 2.48 6.94
H -0.40 3.05 5.37
H -1.74 3.72 3.84
H -3.26 4.41 4.44
H -3.70 2.99 2.54
H -4.43 2.25 3.94
H -1.80 0.85 4.92
H -1.83 -0.39 3.69
H -3.28 -1.11 5.48
H -4.26 -0.76 4.04
H -6.07 0.32 4.42
H -6.26 1.39 5.82
H -6.16 -0.37 6.07

=====

80
Properties=species:S:1:pos:R:3 method="wB97M-V/def2-TZVPD" total_charge=+1 orbital_gap_ha=0.2776 lumo_energy_ev=-4.87 e_homo_ev=-12.427
C -2.13 2.66 -0.76
C -1.68 3.43 0.61
C -2.56 4.57 1.44
N -1.59 4.89 2.57
N -2.01 5.87 3.49
C -1.63 7.09 2.91
S -1.16 8.45 1.93
C -0.29 4.11 2.53
N -0.32 3.21 1.31
H -1.21 2.65 -1.50
H -2.41 1.54 -0.50
H -3.02 3.27 -1.22
H -3.62 5.02 1.20
H 0.61 4.25 3.30
H 0.46 2.57 1.02
C 2.87 1.70 7.17
C 2.05 2.06 5.95
C 1.44 0.89 5.23
O 1.27 1.40 3.92
C 2.24 2.35 3.75
O 2.52 2.86 2.68
O 2.86 2.63 4.93
H 2.27 1.82 8.08
H 3.20 0.66 7.14
H 3.76 2.33 7.25
H 1.29 2.81 6.22
H 0.49 0.58 5.66
H 2.11 0.02 5.18
C -1.55 -2.74 0.20
C -3.01 -2.40 -0.02
C -3.65 -3.11 -1.18
O -4.72 -2.24 -1.51
C -4.32 -0.99 -1.13
O -4.91 0.04 -1.42
O -3.18 -1.04 -0.38
H -1.45 -3.50 0.98
H -1.08 -3.14 -0.71
H -0.98 -1.85 0.50
H -3.58 -2.56 0.91
H -4.02 -4.10 -0.92
H -2.99 -3.18 -2.06
C 3.68 -5.70 0.54
C 2.39 -4.91 0.70
C 2.58 -3.53 1.25
O 1.30 -3.26 1.82
C 0.79 -4.48 2.18
O -0.20 -4.63 2.87
O 1.54 -5.50 1.67
H 4.03 -5.64 -0.49
H 4.48 -5.30 1.18
H 3.53 -6.75 0.81
H 1.84 -4.90 -0.25
H 2.82 -2.79 0.48
H 3.32 -3.47 2.05
C 0.72 6.37 -2.20
C 1.29 4.99 -1.93
C 2.79 4.95 -1.83
O 3.07 3.60 -2.16
C 2.07 3.19 -2.98
O 2.07 2.15 -3.61
O 1.05 4.11 -3.01
H 0.38 6.83 -1.27
H 1.46 7.04 -2.64
H -0.13 6.32 -2.89
H 0.82 4.56 -1.04
H 3.16 5.20 -0.83
H 3.29 5.59 -2.56
C -0.79 -4.83 -6.90
C -1.67 -4.97 -5.67
C -2.38 -3.71 -5.28
O -2.62 -3.92 -3.90
C -1.62 -4.74 -3.46
O -1.39 -4.99 -2.29
O -0.90 -5.24 -4.51
H -1.31 -5.20 -7.79
H -0.51 -3.79 -7.09
H 0.14 -5.40 -6.78
H -2.37 -5.81 -5.80
H -3.32 -3.57 -5.82
H -1.77 -2.81 -5.38

=====

21
Properties=species:S:1:pos:R:3 method="wB97M-V/def2-TZVPD" relative_energy_kj_mol=847.8 orbital_gap_ha=0.2110 lumo_energy_ev=-1.35 e_homo_ev=-7.089
C -0.04 -2.95 0.50
O -0.25 -1.78 1.16
C 0.12 -0.96 -1.60
C -1.10 -0.24 -1.15
C -1.01 0.64 0.03
N 1.46 3.35 0.88
C 0.32 2.60 0.63
C 0.30 1.26 0.43
H 0.92 -3.00 -0.07
H 0.00 -3.75 1.26
H -0.83 -3.38 -0.19
H 0.22 -1.68 -2.39
H 1.04 -0.33 -1.76
H -2.10 -0.17 -1.60
H -0.72 -1.36 -0.76
H -1.75 1.42 0.24
H -1.05 -0.18 0.85
H 2.28 2.93 0.47
H 1.63 3.86 1.73
H -0.64 3.07 0.82
H 1.20 0.67 0.50